ORCA calculation (ωB97M-V with the def2-TZVPD basis set) on 5 unconnected molecules or ions with the total composition C7H23NO5.

XYZ file:
```
36
Properties=species:S:1:pos:R:3:forces:R:3:mulliken_charge:R:1
O 3.3485 2.0624 -2.0902 -0.01 -0.09 0.09 -0.544
O -1.0076 -1.0291 0.7472 -0.47 0.03 -0.10 -0.533
O -1.5334 1.0709 5.6879 -0.22 0.06 0.28 -0.519
O 1.1814 -2.3186 -0.7507 0.12 0.15 0.31 -0.628
O -0.5170 4.4927 -0.6634 0.45 -0.05 0.13 -0.530
N 0.3697 -4.1211 -1.8577 -0.50 -0.16 -0.04 0.080
C 2.3190 2.3924 -1.1606 0.22 0.46 -0.05 -0.465
C 1.3464 -3.3740 -1.3341 0.23 0.27 -0.26 0.053
C -0.9933 -3.6290 -1.9209 -0.29 -0.06 0.08 -0.732
C -1.0331 3.9021 0.5201 -0.99 0.02 -0.40 -0.275
C -1.0249 0.3480 0.4561 1.53 0.68 0.51 -0.304
C 0.6703 -5.2635 -2.6951 0.61 0.14 -0.27 -0.892
C -1.1492 1.8270 4.5689 0.47 0.39 -0.65 -0.446
H -0.1889 5.3700 -0.4494 -0.03 0.02 -0.02 0.294
H -0.0205 0.6894 0.1584 -0.17 -0.18 -0.36 0.167
H -1.7212 0.6833 -0.3141 -0.27 -0.36 0.05 0.298
H 1.5099 -5.8303 -2.2924 -0.09 -0.02 0.13 0.327
H -0.1956 -5.9130 -2.7685 -0.05 -0.04 0.06 0.296
H 2.3497 -3.7857 -1.5444 -0.03 -0.01 0.26 0.315
H 1.3276 2.2463 -1.5914 -0.01 -0.16 0.05 0.198
H -1.6673 -4.4238 -1.5964 -0.07 0.01 -0.19 0.308
H -1.1481 0.9315 1.3765 -0.64 -0.21 -0.01 0.070
H -0.7431 1.1929 3.7719 -0.11 0.01 0.01 0.152
H -1.2286 -3.3236 -2.9443 -0.10 -0.11 0.00 0.326
H -1.9780 4.3990 0.7731 0.11 -0.02 0.30 0.363
H -1.3053 2.8771 0.2613 0.27 0.11 0.12 -0.100
H -1.1695 -2.7783 -1.2692 0.34 0.01 0.08 0.147
H -0.2017 -1.4068 0.3769 0.10 -0.15 -0.19 0.363
H -1.9388 2.4598 4.1473 -0.19 -0.22 0.12 0.237
H -0.3577 2.5212 4.8563 0.03 -0.17 0.23 0.270
H -2.3861 0.6687 5.5055 0.03 -0.08 0.00 0.295
H 2.3826 3.4408 -0.8526 -0.01 -0.05 0.00 0.278
H 2.4583 1.7875 -0.2664 -0.12 -0.17 -0.08 0.208
H -0.3688 3.9155 1.3853 0.20 0.01 -0.13 0.276
H 3.6445 2.8615 -2.5303 -0.09 0.00 -0.01 0.308
H 0.9698 -4.9435 -3.7006 -0.24 -0.08 -0.03 0.337
```
Positions in Å, forces in eV/Å.

The value obtained for the frontier orbital gap is 10.370 eV. The LUMO energy is 0.74 eV. As for the HOMO energy: -9.63 eV. Its net charge is 0. The structure (SMILES) is CN(C)C=O.CO.CO.CO.CO. Its spin multiplicity is 1.

ORCA calculation (ωB97M-V with the def2-TZVPD basis set) on a molecular structure, C4H3F2N.

XYZ file:
```
10
Properties=species:S:1:pos:R:3:forces:R:3:mulliken_charge:R:1
F 0.1049 -1.5915 -2.1557 -0.24 0.79 0.96 -0.172
F -0.1251 0.4599 -2.6843 -0.04 -0.19 1.03 -0.163
N 0.5434 2.7360 -0.0741 -0.47 -2.00 0.47 -0.400
C 0.2236 0.2130 0.1590 -0.76 -1.86 -4.36 0.098
C -0.0761 -0.6683 1.3092 -1.71 1.69 1.65 -0.871
C 0.3341 1.5866 0.1040 0.47 1.82 -0.47 0.334
C -0.3174 -0.4069 -1.6988 1.15 0.69 2.04 0.277
H -0.7928 -0.0266 1.9344 1.02 -0.73 -0.28 0.295
H -0.7514 -1.5541 1.1735 1.54 0.40 -0.43 0.327
H 0.8569 -0.7481 1.9329 -0.95 -0.61 -0.63 0.274
```
Positions in Å, forces in eV/Å.

The value obtained for the frontier orbital gap (spin up / spin down) is 7.521 / 8.101 eV. The LUMO energy (spin up / spin down) is -1.49 / -1.21 eV. As for the HOMO energy (spin up / spin down): -9.01 / -9.31 eV. Its net charge is 0. Its spin multiplicity is 1.

ORCA calculation (ωB97M-V with the def2-TZVPD basis set) on 2 unconnected molecules or ions with the total composition C6H12FN.

XYZ file:
```
20
Properties=species:S:1:pos:R:3:forces:R:3:lowdin_spin:R:1
F -2.4480 0.0344 0.9577 -0.17 -0.05 -0.54 0.128
N 1.3517 -1.2837 -0.5421 -1.32 1.42 -2.58 0.014
C 2.0634 0.7303 0.5687 1.03 2.24 -0.99 0.009
C 1.0506 -0.3467 0.4894 1.98 -2.09 0.47 0.029
C -2.0090 -0.9550 -1.0908 1.68 -2.31 -7.05 0.810
C 0.2292 -0.6428 1.4708 0.06 -0.02 1.53 0.023
C -0.9965 1.2948 -0.4313 1.42 2.26 0.63 0.087
C -1.7056 0.0452 -0.1920 1.26 4.21 4.29 0.719
H -1.5868 2.0391 -0.9693 -0.46 0.19 -0.42 0.038
H -0.0307 1.2509 -1.0465 -1.41 -0.48 0.72 0.010
H 0.4536 -0.1085 2.4078 -0.93 -0.19 -0.38 0.002
H -0.6901 1.9008 0.5396 -0.75 -1.69 -1.68 0.007
H 2.8908 0.4629 -0.2036 -1.21 0.76 1.50 0.001
H -1.4479 -1.0302 -2.1245 -1.04 0.59 2.31 0.037
H 1.2846 -0.7876 -1.4977 0.42 -1.06 1.73 0.000
H 2.5376 0.9312 1.6085 -0.99 -0.43 -1.79 0.002
H -2.5798 -1.7852 -0.9854 -1.84 -2.04 1.04 0.067
H 1.5087 1.7079 0.1944 1.60 -1.60 0.88 0.004
H -0.5215 -1.4374 1.4333 0.51 0.18 0.18 0.006
H 0.6453 -2.0204 -0.5870 0.16 0.12 0.14 0.007
```
Positions in Å, forces in eV/Å.

Its expectation value of S² is 2.006. The value obtained for the frontier orbital gap (spin up / spin down) is 6.201 / 6.756 eV. The LUMO energy (spin up / spin down) is 0.84 / -1.80 eV. As for the HOMO energy (spin up / spin down): -5.36 / -8.56 eV. Its net charge is 0. Its spin multiplicity is 3.

ORCA calculation (ωB97M-V with the def2-TZVPD basis set) on a molecular structure, C24H18BrNO5RhSTe.

XYZ file:
```
52
Properties=species:S:1:pos:R:3:forces:R:3:mulliken_charge:R:1
Te 1.0592 0.8102 -3.6024 -0.41 -0.41 0.67 -0.026
Rh -0.3432 0.3819 -1.3797 -1.60 -1.40 1.37 -0.102
Br -2.4024 -0.6895 -2.6964 0.81 -0.26 0.80 -0.116
S 3.8559 -0.5219 -2.3107 0.09 0.64 -0.07 -0.121
O -1.1870 0.9621 5.7310 0.96 -0.23 1.24 -0.716
O -1.8338 2.0441 -1.0369 1.18 -0.19 -1.97 -0.655
O -3.4840 2.9159 0.1624 -0.15 0.25 -0.05 -0.743
O 1.0024 2.0380 -0.4186 -0.13 -0.52 -0.22 -0.430
O -3.2428 1.7332 5.2155 -1.19 0.66 0.53 -0.695
N -1.3633 0.1938 0.8677 0.70 0.24 -1.30 0.436
C -1.0618 -0.2147 3.1892 -0.11 -0.13 -0.59 -0.867
C -0.5735 -4.1090 -1.0695 0.06 0.35 0.00 0.936
C -1.8749 0.8658 3.4947 -0.25 0.30 1.26 0.480
C -2.1056 1.2510 1.1685 -0.66 0.92 -0.30 0.409
C 3.6697 2.0227 -2.4046 -0.38 0.02 -0.12 -0.446
C 1.2575 -2.1047 -0.4288 -0.33 0.58 -0.21 0.200
C 0.6866 2.9316 1.7653 -0.01 -0.37 -0.19 -1.486
C -2.4259 1.6108 2.4721 0.10 -0.53 -0.61 -0.910
C 0.0777 -1.7248 -1.0323 1.00 1.55 -0.65 -1.329
C -2.1439 1.2409 5.0205 0.44 -0.55 -2.13 0.313
C 0.6432 2.9864 0.2611 -0.13 0.35 0.59 1.055
C 2.9487 0.9044 -2.7032 -0.03 -0.42 -0.04 0.074
C -1.5457 -5.0976 -1.3273 -0.27 -0.05 -0.18 -0.917
C -2.7413 -4.7766 -1.9098 0.28 -0.29 0.21 -0.522
C -0.8639 -0.5368 1.8568 0.23 -0.37 0.50 -0.157
C -2.9984 -3.4572 -2.3013 0.16 0.74 -0.12 -0.625
C 0.1668 4.2786 -0.3358 0.22 -0.16 -0.26 -1.173
C 0.6706 -4.4336 -0.4892 0.28 0.04 0.09 -0.866
C 1.5782 -3.4520 -0.2001 -0.26 -0.32 0.17 -0.948
C -2.5485 2.1508 -0.0091 -0.33 -0.51 1.65 0.178
C -2.0612 -2.4880 -2.0605 -0.37 -0.07 -0.24 0.697
C -0.8420 -2.7434 -1.3972 -0.09 0.23 -0.03 1.701
C 4.9395 1.7489 -1.8597 0.33 -0.04 0.07 -0.432
C 5.1889 0.4173 -1.7564 -0.28 -0.35 -0.08 -0.521
H 0.6191 4.4290 -1.3117 0.04 0.00 -0.12 0.289
H 6.0740 -0.0682 -1.3922 0.16 -0.04 0.12 0.408
H 2.5346 -3.7068 0.2396 -0.01 0.01 0.01 0.412
H -0.9105 4.2042 -0.4894 -0.09 -0.08 0.06 0.212
H 5.6387 2.5138 -1.5651 0.12 0.06 0.05 0.385
H 3.2856 3.0138 -2.5729 -0.08 0.15 -0.01 0.433
H -0.2754 -1.3948 1.5591 0.04 -0.04 0.05 0.220
H 1.5754 3.4674 2.1028 0.06 0.10 -0.01 0.489
H 0.7510 1.8996 2.1047 -0.01 0.00 0.03 0.284
H 0.8980 -5.4692 -0.2692 -0.05 -0.04 -0.03 0.358
H -0.6139 -0.7938 3.9821 0.05 0.01 0.07 0.493
H -0.1840 3.4111 2.2085 -0.02 0.07 -0.04 0.438
H 1.9650 -1.3475 -0.1142 0.03 0.06 -0.11 0.810
H 0.3700 5.1192 0.3205 0.03 0.06 0.10 0.396
H -3.4933 -5.5336 -2.0783 -0.02 -0.05 -0.04 0.386
H -3.0864 2.4435 2.6547 -0.03 0.04 0.07 0.545
H -3.9226 -3.2050 -2.7950 -0.12 0.03 -0.06 0.402
H -1.3248 -6.1226 -1.0587 0.00 -0.02 0.05 0.364
```
Positions in Å, forces in eV/Å.

The value obtained for the frontier orbital gap (spin up / spin down) is 5.598 / 5.799 eV. The LUMO energy (spin up / spin down) is 0.52 / 0.73 eV. As for the HOMO energy (spin up / spin down): -5.07 / -5.07 eV. Its net charge is -1. Its spin multiplicity is 1.

The following ΔE to the lowest compared entry with this formula, charge and spin values (in eV) correspond, in order, to the records above: 2.4692; 4.8771; 0.2485; 2.1143.
The following E_tot values (in eV) correspond, in order, to the records above: -19357.488; -11116.027; -10617.450; -128087.807.